{"formula": "C28H27F2N2O", "method": "ωB97M-V/def2-TZVPD", "species": ["C", "C", "C", "F", "C", "C", "C", "C", "C", "C", "F", "C", "C", "C", "C", "C", "C", "H", "H", "H", "H", "H", "H", "H", "H", "H", "H", "H", "H", "H", "H", "C", "H", "C", "C", "N", "C", "C", "C", "C", "C", "C", "C", "C", "C", "C", "N", "O", "H", "H", "H", "H", "H", "H", "H", "H", "H", "H", "H", "H"], "coordinates": [[6.72245, 3.93600, -0.74663], [5.38752, 3.27320, -0.79330], [4.27477, 3.82879, -0.16450], [4.47448, 4.94554, 0.60972], [3.00149, 3.27109, -0.25562], [2.79609, 2.18576, -1.12111], [1.46540, 1.70464, -1.68603], [0.14246, 2.28720, -1.20032], [-0.08834, 3.64674, -0.93841], [-1.40032, 4.07835, -0.77285], [-1.62681, 5.37844, -0.40304], [-2.50458, 3.23584, -0.84410], [-3.86818, 3.81332, -0.69906], [-2.25433, 1.86424, -1.01989], [-0.95070, 1.40965, -1.17939], [3.92422, 1.52817, -1.62405], [5.19981, 2.04654, -1.45094], [7.47841, 3.26248, -1.16724], [6.74720, 4.86419, -1.33544], [7.03400, 4.19606, 0.27215], [2.17971, 3.68528, 0.32742], [1.50333, 1.76025, -2.82117], [0.72948, 4.36627, -0.90163], [-4.62868, 3.07262, -0.96268], [-4.06466, 4.14295, 0.33025], [-4.01017, 4.69095, -1.34474], [-3.08975, 1.16379, -1.06284], [-0.76735, 0.34687, -1.35099], [3.77489, 0.61879, -2.22063], [6.06175, 1.54691, -1.89642], [1.40481, 0.63200, -1.52054], [1.68816, -1.84160, 0.78780], [2.69208, -1.49807, 0.58129], [0.84009, -1.02974, 1.55296], [-0.51195, -1.37329, 1.68502], [-0.97092, -2.57903, 1.21924], [-2.27467, -3.10270, 1.54652], [-3.34272, -2.29849, 1.98446], [-4.56031, -2.91470, 2.30913], [-4.72724, -4.29811, 2.23411], [-6.01752, -4.96683, 2.57892], [-3.65570, -5.08099, 1.78865], [-2.44049, -4.49360, 1.44425], [-0.21020, -3.23323, 0.27378], [1.08854, -2.82285, -0.01992], [1.52371, -3.13487, -1.40619], [2.69623, -2.57554, -1.81930], [0.80754, -3.80122, -2.15750], [1.18296, -0.07189, 1.96275], [-1.23955, -0.78116, 2.23164], [-3.20897, -1.21811, 2.06388], [-5.40055, -2.31732, 2.65461], [-5.85340, -5.96781, 2.98148], [-6.60043, -4.40862, 3.31184], [-6.66045, -5.09725, 1.70298], [-3.77124, -6.16196, 1.72031], [-1.58913, -5.10287, 1.12596], [-0.76693, -3.91786, -0.34128], [3.29886, -1.99805, -1.24456], [2.93577, -2.69519, -2.80884]], "forces_ev_per_a": [[0.67, 0.12, 0.02], [-0.27, -0.30, 0.07], [0.19, -0.15, 0.41], [-0.35, -0.88, -0.63], [-0.15, 0.10, -0.20], [0.29, 0.04, -0.17], [-0.22, 0.12, -0.18], [-0.08, 0.01, -0.26], [-0.07, -0.11, -0.29], [0.26, 0.08, 0.73], [0.24, -0.81, -0.57], [0.35, -0.29, 0.00], [-0.70, 0.14, 0.08], [0.12, 0.60, -0.02], [0.06, 0.02, -0.02], [-0.02, -0.03, -0.17], [-0.13, 0.46, 0.01], [-0.12, 0.18, 0.10], [-0.13, -0.23, 0.16], [-0.16, -0.05, -0.18], [0.30, 0.12, -0.30], [0.01, 0.33, 1.26], [-0.39, -0.13, -0.12], [0.09, 0.10, 0.04], [0.09, -0.05, -0.21], [0.10, -0.25, 0.17], [0.17, 0.22, 0.02], [-0.08, 0.21, -0.04], [0.11, 0.40, 0.10], [-0.22, 0.15, 0.15], [0.00, -0.32, 0.12], [-1.16, 0.76, -0.74], [0.10, -0.10, 0.30], [-0.61, -0.16, -0.04], [0.51, -0.99, 0.50], [1.31, 0.86, -0.95], [-1.07, -0.55, 0.28], [0.36, -0.43, -0.17], [0.46, 0.24, 0.03], [0.39, -0.15, -0.33], [-0.49, -0.17, 0.17], [0.35, 0.35, -0.11], [0.08, 0.21, 0.13], [-0.28, 1.25, 0.58], [-1.09, 0.37, 0.88], [0.49, -1.12, -1.74], [-0.16, -0.14, -0.40], [0.82, 0.90, 1.18], [-0.12, -0.58, -0.06], [0.36, -0.08, 0.00], [-0.32, -0.32, -0.03], [0.22, 0.05, -0.09], [0.08, 0.08, 0.01], [0.10, 0.07, -0.02], [0.15, 0.12, -0.05], [0.08, 0.26, 0.02], [-0.46, 0.04, 0.24], [0.31, -0.29, -0.12], [-0.29, -0.30, -0.29], [-0.13, 0.05, 0.76]], "mulliken_charge": [-1.3606, 0.6219, 0.2222, -0.3482, -0.6147, 0.3145, -0.0999, 0.2062, -0.7132, 0.2414, -0.3397, 0.7263, -1.4445, -0.8556, -0.4692, -0.9273, -0.5830, 0.3534, 0.3032, 0.3152, 0.8186, 0.4073, 0.7242, 0.3835, 0.2911, 0.3331, 0.3449, 0.4687, 0.4475, 0.3034, -0.0338, -0.3692, 0.5324, -0.7307, 0.0969, 0.2974, 1.1516, -0.6987, -0.9713, 0.7866, -1.4381, -1.0355, -0.2589, -0.3741, -0.3185, 0.4537, -0.3066, -0.6282, 0.4145, 0.3805, 0.2342, 0.3813, 0.3743, 0.3827, 0.2997, 0.3749, 0.5650, 0.9506, 0.1483, 0.2682], "gap_ha": 0.2256, "spin_multiplicity": 1, "homo_energy_ev": -10.948, "total_charge": 1, "relative_energy_kj_mol": 29.0}